No. 1
C30H26BrN10O5S5Ta | wB97M-V/def2-TZVPD

Computed properties:
- molar mass (g mol⁻¹) = 1027.8
- frontier orbital gap (eV) = 6.26
- lowest unoccupied orbital energy (eV) = -6.172

ORCA input file:
```
! RIJCOSX wB97M-V def2-TZVPD def2/J DEFGRID3
* xyz 2 1
Ta 0.91 -0.43 -0.01
O -5.27 -3.43 -3.65
N -4.07 -3.44 -3.82
O -3.47 -4.11 -4.63
C -3.28 -2.50 -2.99
C -3.87 -1.35 -2.66
C -3.16 -0.36 -1.90
C -3.71 0.89 -1.56
C -2.95 1.79 -0.87
C -1.66 1.42 -0.47
N -1.14 0.23 -0.74
C -1.86 -0.64 -1.49
C -1.23 -1.88 -1.85
N 0.04 -2.07 -1.43
C 0.62 -3.23 -1.69
C -0.01 -4.25 -2.39
C -1.28 -4.06 -2.87
C -1.93 -2.83 -2.61
H -4.89 -1.16 -2.96
H -4.72 1.12 -1.87
H -3.31 2.77 -0.62
H -1.04 2.13 0.08
H 1.63 -3.37 -1.34
H 0.51 -5.18 -2.57
H -1.78 -4.83 -3.43
C -1.74 1.75 3.40
N -0.31 2.01 3.53
C 0.14 3.02 4.49
C 0.52 1.48 2.64
N 0.15 0.62 1.72
N 1.84 1.85 2.74
C 2.82 1.46 1.87
N 4.02 2.00 2.08
N 2.60 0.60 0.92
H -2.27 2.26 4.20
H -1.96 0.68 3.50
H -2.12 2.12 2.44
H -0.69 3.28 5.14
H 0.47 3.93 3.98
H 0.93 2.63 5.13
H -0.82 0.36 1.84
H 2.07 2.59 3.38
H 4.19 2.70 2.79
H 4.79 1.77 1.48
H 3.45 0.41 0.41
O 6.10 2.59 -3.47
C 5.18 1.99 -3.02
S 3.52 2.68 -2.89
C 2.82 1.27 -2.14
C 3.60 0.21 -1.92
S 2.99 -1.26 -1.21
S 5.29 0.33 -2.37
S 1.12 1.24 -1.78
Br -2.73 -3.82 1.04
C -1.24 -4.43 2.04
C -1.41 -5.61 2.74
C -0.35 -6.15 3.46
C 0.89 -5.52 3.48
C 1.06 -4.34 2.77
C -0.01 -3.77 2.06
C 0.27 -2.51 1.38
O -0.62 -1.68 1.02
O 1.47 -2.17 1.07
H -2.36 -6.12 2.71
H -0.50 -7.07 4.00
H 1.71 -5.95 4.03
H 2.01 -3.84 2.76
S 0.59 4.13 0.86
C 0.33 4.54 -0.75
N 1.30 5.23 -1.42
C 1.20 5.62 -2.70
C 0.07 5.30 -3.39
C -0.91 4.59 -2.68
N -0.79 4.22 -1.42
H 2.14 5.46 -0.89
H 2.04 6.16 -3.12
H -0.06 5.59 -4.42
H -1.83 4.32 -3.17
*
```

No. 2
C30H26N9O4OsPS | wB97M-V/def2-TZVPD

Computed properties:
- molar mass (g mol⁻¹) = 829.9
- frontier orbital gap (alpha / beta) (eV) = 7.57 / 4.81
- ⟨S²⟩ = 6.04
- lowest unoccupied orbital energy (alpha / beta) (eV) = -5.406 / -8.328

ORCA input file:
```
! RIJCOSX wB97M-V def2-TZVPD def2/J DEFGRID3
* xyz 2 5
Os 0.71 -0.53 -0.01
N -5.43 4.36 3.31
C -4.28 3.86 2.90
C -3.04 4.46 3.32
C -1.87 3.94 2.88
C -1.88 2.83 2.01
C -3.08 2.22 1.60
C -4.27 2.72 2.03
S -0.31 2.35 1.31
O 0.69 2.88 2.19
O -0.36 2.77 -0.06
N -0.23 0.74 1.31
C -0.42 0.07 2.53
N -0.06 -1.22 2.44
C -0.07 -1.90 3.59
C -0.50 -1.33 4.77
C -0.95 -0.02 4.70
N -0.91 0.69 3.58
H -5.46 5.18 3.91
H -6.31 3.97 3.02
H -3.07 5.32 3.98
H -0.92 4.37 3.16
H -3.04 1.38 0.92
H -5.20 2.28 1.72
H 0.24 -2.94 3.54
H -0.52 -1.89 5.70
H -1.35 0.48 5.57
O -3.54 1.92 -1.82
C -2.52 1.35 -2.05
O -1.86 0.59 -1.09
C -1.59 1.17 -3.22
P -0.54 0.11 -2.07
C 1.15 0.65 -2.54
C 1.97 1.41 -1.72
C 3.31 1.62 -2.05
C 3.83 1.07 -3.20
C 3.02 0.33 -4.05
C 1.69 0.12 -3.73
C -0.97 -1.55 -2.67
C -1.01 -1.88 -4.03
C -1.32 -3.17 -4.42
C -1.64 -4.14 -3.47
C -1.66 -3.80 -2.13
C -1.32 -2.51 -1.73
H -1.14 2.10 -3.56
H -2.09 0.68 -4.05
H 1.56 1.92 -0.85
H 3.93 2.23 -1.41
H 4.87 1.24 -3.46
H 3.41 -0.08 -4.97
H 1.07 -0.44 -4.41
H -0.81 -1.14 -4.78
H -1.35 -3.42 -5.48
H -1.90 -5.14 -3.78
H -1.94 -4.54 -1.39
H -1.36 -2.26 -0.67
N 2.82 -3.72 -1.98
C 1.82 -2.85 -2.06
N 1.85 -2.07 -0.98
C 2.93 -2.54 -0.27
N 3.54 -3.54 -0.85
C 3.33 -1.87 0.96
C 4.26 -2.37 1.87
N 4.58 -1.69 2.96
C 3.98 -0.52 3.15
C 3.05 -0.02 2.26
N 2.72 -0.70 1.17
H 3.08 -4.44 -2.63
H 1.12 -2.81 -2.87
H 4.74 -3.32 1.69
H 4.25 0.04 4.03
H 2.55 0.94 2.42
*
```

What are the calculated total energy values for these records? In order: -182432.4503, -75707.9447 eV.